Entry 1:
The following is a DFT calculation (wB97M-V/def2-TZVPD) of C5H11N2 as an isolated structure at a distorted geometry.

ORCA input file:
```
! wB97M-V def2-TZVPD RIJCOSX def2/J DEFGRID3
* xyz 1 1
C -2.3500 -0.2443 0.6012
C -0.2482 0.3745 -0.5021
C 1.4994 -0.4729 0.0172
C 3.8761 -0.0769 0.0944
C 2.5070 0.2914 -0.2649
N -1.5758 0.4163 -0.4600
N -3.7021 -0.0682 -0.0465
H -1.8026 -1.2144 0.7363
H -2.5510 0.2810 1.5668
H -0.0266 1.1904 -1.2129
H 1.2778 -1.4285 0.5780
H 4.4491 -0.3084 -0.8253
H 3.9019 -1.0396 0.7022
H 4.3293 0.7778 0.4479
H 2.3698 1.3705 -0.6465
H -3.6866 0.9636 -0.2546
H -4.4398 -0.4185 0.5347
H -3.8278 -0.3937 -1.0661
*
```

As for the HOMO energy: -13.02 eV. The LUMO energy is -3.4 eV. The value obtained for the calculated total energy is -306.2040 Ha. As for the frontier orbital gap: 9.6 eV. Its energy relative to the best compared isomer or geometry (same formula, charge and spin) is 471.3 kJ/mol.

Here is what Löwdin gives for the atomic charges, in e: atom 1 (C): -0.191, atom 2 (C): 0.014, atom 3 (C): 0.028, atom 4 (C): -0.095, atom 5 (C): -0.249, atom 6 (N): -0.071, atom 7 (N): 0.146, atom 8 (H): 0.147, atom 9 (H): 0.146, atom 10 (H): 0.074, atom 11 (H): 0.097, atom 12 (H): 0.101, atom 13 (H): 0.117, atom 14 (H): 0.053, atom 15 (H): 0.149, atom 16 (H): 0.178, atom 17 (H): 0.149, atom 18 (H): 0.205

=====

Entry 2:
The following is a DFT calculation (wB97M-V/def2-TZVPD) of a 2-piece molecular cluster, C5H11N2 overall at a distorted geometry.

ORCA input file:
```
! wB97M-V def2-TZVPD RIJCOSX def2/J DEFGRID3
* xyz 1 3
C 1.7670 -1.2061 -1.1114
C 0.8415 -1.9122 1.8198
C 0.6227 -1.1122 -0.3889
C -1.4465 1.4255 -0.9807
C -0.3655 1.0508 1.1531
N -0.2682 1.5487 -0.0675
N 0.3993 -1.1038 0.9474
H 1.7522 -1.0121 -2.1852
H 2.7580 -1.3870 -0.6753
H 0.9020 -1.6277 2.8671
H 1.3169 -2.7606 1.5126
H -0.2229 -0.7882 -0.9206
H -2.3515 1.7126 -0.5366
H -1.3014 2.0766 -1.8001
H -1.5624 0.3865 -1.3178
H 0.4890 1.3209 1.6522
H -1.2113 0.4524 1.4533
H 0.5148 2.1546 -0.3673
*
```

As for the HOMO energy (spin up / spin down): -9.72 / -14.61 eV. As for the expectation value of S²: 2.012. The LUMO energy (spin up / spin down) is -4.3 / -6.8 eV. The value obtained for the calculated total energy is -306.1448 Ha. As for the frontier orbital gap (spin up / spin down): 5.4 / 7.8 eV. Its energy relative to the best compared isomer or geometry (same formula, charge and spin) is 246.4 kJ/mol.

Here is what Löwdin gives for the atomic charges, in e: atom 1 (C): 0.111, atom 2 (C): 0.006, atom 3 (C): -0.199, atom 4 (C): -0.008, atom 5 (C): 0.108, atom 6 (N): -0.019, atom 7 (N): -0.046, atom 8 (H): 0.083, atom 9 (H): 0.088, atom 10 (H): 0.086, atom 11 (H): 0.058, atom 12 (H): 0.065, atom 13 (H): 0.084, atom 14 (H): 0.088, atom 15 (H): 0.091, atom 16 (H): 0.094, atom 17 (H): 0.128, atom 18 (H): 0.182

=====

Entry 3:
The following is a DFT calculation (wB97M-V/def2-TZVPD) of C5H11N2O as an isolated structure at a distorted geometry.

ORCA input file:
```
! wB97M-V def2-TZVPD RIJCOSX def2/J DEFGRID3
* xyz -1 1
C -0.5624 2.5111 0.7184
O -1.8540 2.8301 0.3999
C -0.1973 1.1793 0.1054
C -1.1678 0.1245 0.6302
C -0.6312 -1.2782 0.1562
N 1.2211 -2.0194 -1.7503
C 1.5240 -1.7710 -0.3383
N 0.7420 -1.4456 0.6836
H 0.2263 3.2291 0.1911
H -0.3726 2.5289 1.7930
H 0.8348 0.8884 0.3246
H -0.3527 1.1252 -0.9979
H -2.1996 0.2396 0.2753
H -1.1875 0.0236 1.7252
H -0.7846 -1.1896 -0.9292
H -1.2350 -2.0706 0.5970
H 2.1424 -1.9932 -2.2449
H 2.5485 -1.9664 -0.0361
H 1.3057 -0.9457 -1.3032
*
```

As for the HOMO energy: -2.08 eV. The LUMO energy is 3.2 eV. The value obtained for the calculated total energy is -381.7207 Ha. As for the frontier orbital gap: 5.3 eV. Its energy relative to the best compared isomer or geometry (same formula, charge and spin) is 326.9 kJ/mol.

Here is what Löwdin gives for the atomic charges, in e: atom 1 (C): -0.561, atom 2 (O): -0.387, atom 3 (C): -0.269, atom 4 (C): -0.221, atom 5 (C): -0.277, atom 6 (N): 0.041, atom 7 (C): -0.378, atom 8 (N): 0.036, atom 9 (H): 0.082, atom 10 (H): 0.068, atom 11 (H): 0.081, atom 12 (H): 0.112, atom 13 (H): 0.102, atom 14 (H): 0.102, atom 15 (H): 0.089, atom 16 (H): 0.098, atom 17 (H): 0.066, atom 18 (H): 0.102, atom 19 (H): 0.113

=====

Entry 4:
The following is a DFT calculation (wB97M-V/def2-TZVPD) of an isolated ion of composition C5H11N2O and charge -1 at a distorted geometry.

ORCA input file:
```
! wB97M-V def2-TZVPD RIJCOSX def2/J DEFGRID3
* xyz -1 1
N -2.0637 1.4660 -1.6271
C -0.8806 1.5247 -0.8389
C 0.0973 0.6227 -0.9170
N -0.0148 -0.4713 -1.8343
C 1.2331 0.5506 0.0338
C 0.8773 0.0298 1.4306
C 0.2047 -1.5039 1.4740
O 0.5317 -2.1410 2.5841
H -2.2230 2.3474 -2.1129
H -2.0131 0.8171 -2.4061
H -0.8368 2.4564 -0.2953
H 0.4060 -0.3376 -2.7501
H 0.2748 -1.3496 -1.4142
H 2.0012 -0.1636 -0.2945
H 1.7793 1.4931 0.2271
H 1.7239 -0.1166 2.0969
H 0.0997 0.6254 1.9218
H -0.8781 -1.3611 1.2844
H 0.7821 -1.9477 0.5840
*
```

As for the HOMO energy: -2.06 eV. The LUMO energy is 3.6 eV. The value obtained for the calculated total energy is -381.8079 Ha. As for the frontier orbital gap: 5.7 eV. As for the SMILES: N/C=C(\N)CCC[O-]. Its energy relative to the best compared isomer or geometry (same formula, charge and spin) is 97.9 kJ/mol.

Here is what Löwdin gives for the atomic charges, in e: atom 1 (N): 0.001, atom 2 (C): -0.168, atom 3 (C): -0.364, atom 4 (N): 0.051, atom 5 (C): -0.225, atom 6 (C): -0.203, atom 7 (C): -0.545, atom 8 (O): -0.370, atom 9 (H): 0.055, atom 10 (H): 0.049, atom 11 (H): 0.105, atom 12 (H): 0.071, atom 13 (H): 0.054, atom 14 (H): 0.098, atom 15 (H): 0.096, atom 16 (H): 0.077, atom 17 (H): 0.080, atom 18 (H): 0.073, atom 19 (H): 0.065

=====

Entry 5:
The following is a DFT calculation (wB97M-V/def2-TZVPD) of a 2-piece molecular cluster, C5H11N2O overall at a distorted geometry.

ORCA input file:
```
! wB97M-V def2-TZVPD RIJCOSX def2/J DEFGRID3
* xyz 1 1
C 2.2770 -0.3838 2.8719
C 1.0880 -0.1741 2.2361
C 1.1404 1.2222 3.9995
N 2.2639 0.5090 3.9886
N 0.3860 0.7707 2.9440
C 0.0000 0.0000 0.0000
C 0.3738 -0.9309 1.1531
H 3.1220 -1.0609 2.7463
H 0.9806 1.9962 4.7501
H 3.1276 0.6291 4.5479
H -0.5502 1.1522 2.7173
H -0.6594 -0.5274 -0.7097
H 0.9218 0.2950 -0.5290
H -0.5141 0.9123 0.3465
H -0.5151 -1.3478 1.6644
H 0.9093 -1.7709 0.6703
O -2.5621 2.0823 2.5083
H -3.0292 2.9447 2.4288
H -3.0259 1.6156 3.2400
*
```

As for the HOMO energy: -13.96 eV. The LUMO energy is -3.1 eV. The value obtained for the calculated total energy is -381.6510 Ha. As for the frontier orbital gap: 10.9 eV. Its energy relative to the best compared isomer or geometry (same formula, charge and spin) is 34.1 kJ/mol.

Here is what Löwdin gives for the atomic charges, in e: atom 1 (C): 0.045, atom 2 (C): -0.235, atom 3 (C): -0.020, atom 4 (N): 0.093, atom 5 (N): 0.160, atom 6 (C): -0.090, atom 7 (C): -0.175, atom 8 (H): 0.144, atom 9 (H): 0.165, atom 10 (H): 0.193, atom 11 (H): 0.148, atom 12 (H): 0.091, atom 13 (H): 0.091, atom 14 (H): 0.070, atom 15 (H): 0.130, atom 16 (H): 0.133, atom 17 (O): -0.079, atom 18 (H): 0.072, atom 19 (H): 0.065

=====

Entry 6:
The following is a DFT calculation (wB97M-V/def2-TZVPD) of an isolated ion of composition C5H11N2O and charge +1 at a distorted geometry.

ORCA input file:
```
! wB97M-V def2-TZVPD RIJCOSX def2/J DEFGRID3
* xyz 1 1
C 1.4506 0.2624 0.0489
C -0.0011 -0.1877 0.0579
C -0.3341 -1.5569 0.5635
C 2.6610 -0.7169 -0.4064
C -1.1861 0.7391 -0.0402
N -2.1278 0.4669 0.7949
N -1.1444 1.8513 -0.8577
O -3.2103 1.1447 0.4077
H 1.3867 1.2765 -0.3047
H 1.7629 0.3848 1.1086
H -1.4848 -1.5015 0.9392
H 0.4572 -1.9656 1.3079
H -0.2579 -2.2983 -0.1976
H 3.5877 -0.4659 0.1325
H 2.6863 -0.6541 -1.5536
H 2.4000 -1.6740 -0.3249
H -0.5680 1.8064 -1.6683
H -2.0187 2.3097 -0.9279
H -4.0589 0.7792 0.9203
*
```

As for the HOMO energy (spin up / spin down): -13.54 / -13.54 eV. The LUMO energy (spin up / spin down) is -6.5 / -6.5 eV. The value obtained for the calculated total energy is -381.4601 Ha. As for the frontier orbital gap (spin up / spin down): 7.0 / 7.0 eV. Its energy relative to the best compared isomer or geometry (same formula, charge and spin) is 535.3 kJ/mol.

Here is what Löwdin gives for the atomic charges, in e: atom 1 (C): -0.128, atom 2 (C): 0.002, atom 3 (C): -0.011, atom 4 (C): -0.018, atom 5 (C): -0.340, atom 6 (N): 0.038, atom 7 (N): 0.184, atom 8 (O): -0.008, atom 9 (H): 0.099, atom 10 (H): 0.159, atom 11 (H): 0.148, atom 12 (H): 0.144, atom 13 (H): 0.096, atom 14 (H): 0.097, atom 15 (H): 0.115, atom 16 (H): 0.005, atom 17 (H): 0.111, atom 18 (H): 0.093, atom 19 (H): 0.213